(1)
ORCA calculation (ωB97M-V with the def2-TZVPD basis set) on a structure of composition C3H16AsB2MgO5SSi.

Structure (ORCA input):
```
! RIJCOSX wB97M-V def2-TZVPD def2/J DEFGRID3
* xyz 1 1
C -0.61 -2.01 1.49
Si -1.20 -0.98 -0.04
C -2.77 0.08 0.33
C -1.59 -2.23 -1.39
As 0.44 0.60 -0.73
S 0.51 1.59 1.43
O 1.80 1.77 -1.33
B 1.89 3.00 -0.74
O 0.86 3.90 -0.84
O 3.08 3.34 -0.16
B 2.04 -0.73 -0.31
O 2.36 -1.57 -1.29
O 2.63 -0.69 0.88
H -0.47 -3.03 1.19
H -1.33 -2.06 2.30
H 0.31 -1.68 1.95
H -3.15 0.38 -0.63
H -2.46 0.97 0.84
H -3.56 -0.42 0.86
H -2.28 -2.94 -0.98
H -2.03 -1.77 -2.26
H -0.69 -2.78 -1.63
H -0.68 1.61 -1.11
H 0.37 0.04 -2.19
H 0.32 0.59 2.30
H 0.43 4.06 0.01
H 2.94 3.61 0.77
H 2.58 -1.06 -2.09
H 3.30 0.02 0.88
Mg -3.05 -1.61 2.51
*
```

Results
HOMO	-10.192	eV

Mulliken population analysis, charges in e, atoms 1 to 6: -0.87 0.69 -1.20 -1.14 -0.01 -0.37

(2)
ORCA calculation (ωB97M-V with the def2-TZVPD basis set) on an isolated molecule of C2H4P2.

Structure (ORCA input):
```
! RIJCOSX wB97M-V def2-TZVPD def2/J DEFGRID3
* xyz 0 1
C 0.74 1.23 -0.07
C -0.23 -1.38 -0.39
P 0.57 0.03 -1.29
P 1.43 -1.85 -0.25
H 0.94 2.27 -0.22
H 0.66 0.82 0.96
H -0.95 -1.26 0.57
H -0.61 -1.93 -1.37
*
```

Results
structure (SMILES)	C=P1=PC1
HOMO (spin up / spin down)	-8.135 / -7.696	eV
energy relative to the best compared isomer or geometry (same formula, charge and spin)	54.19	kcal/mol

Mulliken population analysis, charges in e, atoms 1 to 6: -0.56 -0.52 -0.02 -0.07 0.32 0.23

(3)
ORCA calculation (ωB97M-V with the def2-TZVPD basis set) on a cluster of 9 separate species, C30H77Cl3N8O8 in total.

Structure (ORCA input):
```
! RIJCOSX wB97M-V def2-TZVPD def2/J DEFGRID3
* xyz -1 2
C 3.69 -1.94 -5.25
Cl 5.26 -1.13 -5.68
Cl 3.60 -2.56 -3.52
Cl 3.28 -3.27 -6.33
H 2.86 -1.24 -5.39
C 1.51 -6.93 6.60
C 1.53 -5.45 6.24
C 0.39 -4.90 5.33
O 0.85 -5.28 3.99
C -0.14 -4.97 2.99
N 1.39 -4.69 7.50
H 2.00 -7.55 5.86
H 0.62 -7.55 6.65
H 2.11 -7.08 7.50
H 2.46 -5.19 5.74
H 0.30 -3.81 5.34
H -0.61 -5.24 5.59
H 0.02 -3.96 2.61
H -1.08 -4.94 3.53
H -0.19 -5.67 2.15
H 1.04 -3.78 7.25
H 0.66 -5.10 8.05
C 3.57 5.27 -1.38
C 2.56 6.34 -0.95
C 1.20 5.67 -0.49
O 0.37 5.26 -1.61
C -0.72 4.38 -1.31
N 3.01 7.19 0.19
H 3.77 4.58 -0.57
H 4.50 5.82 -1.53
H 3.17 4.72 -2.23
H 2.29 7.01 -1.77
H 0.63 6.38 0.11
H 1.31 4.81 0.16
H -0.59 3.58 -0.58
H -1.00 3.84 -2.22
H -1.65 4.91 -1.12
H 2.84 6.59 0.98
H 3.97 7.47 0.05
C -1.24 2.07 2.57
C -2.30 1.00 2.53
C -3.07 0.97 3.93
O -2.15 0.67 4.94
C -1.68 -0.65 5.00
N -3.19 1.21 1.45
H -0.50 2.04 3.37
H -1.68 3.03 2.83
H -0.71 2.04 1.62
H -1.80 0.07 2.26
H -3.93 0.31 3.94
H -3.51 1.93 4.18
H -1.83 -1.31 4.15
H -2.24 -1.21 5.75
H -0.64 -0.71 5.32
H -2.67 1.13 0.58
H -3.50 2.17 1.43
C -3.91 -0.46 -1.71
C -5.34 -1.02 -1.92
C -5.60 -1.69 -3.28
O -7.02 -1.68 -3.62
C -7.63 -0.42 -4.09
N -5.79 -1.82 -0.82
H -3.14 -1.23 -1.72
H -3.77 -0.09 -0.70
H -3.66 0.32 -2.43
H -5.82 -0.05 -2.04
H -5.27 -2.73 -3.31
H -5.08 -1.10 -4.03
H -8.64 -0.61 -4.44
H -7.06 0.13 -4.84
H -7.61 0.42 -3.39
H -6.80 -1.74 -0.81
H -5.67 -2.81 -0.92
C 1.55 -1.55 3.56
C 2.03 -0.95 4.91
C 3.48 -1.21 5.19
O 3.67 -0.72 6.53
C 4.98 -0.80 7.10
N 1.80 0.41 4.72
H 1.84 -0.99 2.68
H 0.47 -1.37 3.48
H 1.80 -2.61 3.49
H 1.53 -1.39 5.77
H 4.16 -0.71 4.49
H 3.76 -2.26 5.26
H 5.43 -1.78 7.24
H 4.96 -0.33 8.09
H 5.65 -0.09 6.62
H 0.80 0.53 4.66
H 2.06 0.81 5.61
C -1.57 -1.35 -6.01
O -2.06 -2.45 -6.35
N -1.41 -0.24 -6.73
C -1.29 1.10 -6.10
C -1.68 -0.17 -8.11
H -1.22 -1.18 -4.98
H -0.50 1.62 -6.63
H -0.93 1.07 -5.07
H -2.23 1.65 -6.12
H -1.11 0.69 -8.46
H -1.81 -1.08 -8.69
H -2.72 0.15 -7.98
C 2.26 2.10 -4.21
O 2.27 0.92 -4.33
N 3.12 2.87 -4.94
C 2.81 4.32 -4.93
C 4.15 2.40 -5.88
H 1.57 2.59 -3.51
H 3.63 5.01 -4.76
H 2.05 4.59 -4.20
H 2.28 4.56 -5.86
H 3.82 2.44 -6.92
H 5.01 3.05 -5.75
H 4.47 1.40 -5.59
C -0.33 0.43 -1.31
O -1.18 1.14 -0.69
N 0.20 -0.80 -1.04
C 1.15 -1.57 -1.89
C 0.12 -1.32 0.30
H -0.02 0.74 -2.33
H 1.03 -2.63 -2.12
H 2.13 -1.25 -1.55
H 1.21 -1.14 -2.89
H -0.64 -0.83 0.90
H 0.02 -2.41 0.37
H 1.10 -1.14 0.74
*
```

Results
<S²>	0.754
HOMO (spin up / spin down)	-0.033 / -6.272	eV

Mulliken population analysis, charges in e, atoms 1 to 6: 0.81 -0.50 -0.46 -0.32 -0.42 -1.68

(4)
ORCA calculation (ωB97M-V with the def2-TZVPD basis set) on the ion C2H5BrN with charge +1.

Structure (ORCA input):
```
! RIJCOSX wB97M-V def2-TZVPD def2/J DEFGRID3
* xyz 1 1
C -0.74 -0.19 -1.08
C 0.82 0.28 0.93
N -0.51 -0.05 0.19
Br 2.15 0.20 -0.50
H -0.02 -0.60 -1.73
H -1.82 -0.13 -1.44
H 1.28 -0.44 1.58
H -1.42 -0.04 0.70
H 0.26 0.97 1.35
*
```

Results
structure (SMILES)	C=[NH+]CBr
HOMO	-15.486	eV
energy relative to the best compared isomer or geometry (same formula, charge and spin)	21.33	kcal/mol

Mulliken population analysis, charges in e, atoms 1 to 6: -0.08 -0.41 -0.16 -0.01 0.29 0.24

(5)
ORCA calculation (ωB97M-V with the def2-TZVPD basis set) on a cluster of 2 separate species, CH3N2O2S in total.

Structure (ORCA input):
```
! RIJCOSX wB97M-V def2-TZVPD def2/J DEFGRID3
* xyz 1 1
C -2.22 -1.41 -0.08
N -1.38 -0.66 0.03
N 0.59 1.41 -0.01
O 2.20 -0.12 1.20
O 1.95 -0.36 -1.25
S 1.61 0.20 -0.01
H -3.00 -2.01 0.14
H 0.11 1.34 0.82
H 0.14 1.60 -0.84
*
```

Results
HOMO	-17.417	eV
energy relative to the best compared isomer or geometry (same formula, charge and spin)	53.96	kcal/mol

Mulliken population analysis, charges in e, atoms 1 to 6: -0.11 -0.26 -0.25 -0.29 -0.29 1.14

(6)
ORCA calculation (ωB97M-V with the def2-TZVPD basis set) on a structure of composition C20H42BiNP3Se.

Structure (ORCA input):
```
! RIJCOSX wB97M-V def2-TZVPD def2/J DEFGRID3
* xyz 3 1
Bi 0.27 -0.12 0.14
P -0.06 0.00 2.96
P -0.50 -2.97 0.53
P -2.57 0.11 -0.05
H 2.12 5.82 -5.06
C 1.33 6.41 -4.57
C 1.49 7.07 -3.43
H 2.48 7.22 -2.98
C 1.55 0.00 3.77
C -1.05 -1.13 4.00
C -0.71 1.68 3.33
C -0.63 -4.02 -0.97
C 0.68 -3.99 1.48
C -2.03 -3.53 1.37
C -2.82 1.85 -0.54
C -3.65 -0.15 1.40
C -3.33 -0.87 -1.38
H 0.40 6.54 -5.15
H 0.65 7.63 -3.01
H 2.27 0.58 3.17
H 1.91 -1.03 3.86
H 1.49 0.44 4.77
H -0.63 -2.14 3.95
H -2.10 -1.16 3.66
H -1.03 -0.79 5.04
H -0.06 2.43 2.84
H -0.68 1.84 4.42
H -1.73 1.79 2.96
H -0.80 -5.07 -0.67
H 0.30 -3.95 -1.54
H -1.46 -3.68 -1.60
H 0.28 -5.00 1.63
H 0.87 -3.52 2.45
H 1.63 -4.06 0.94
H -2.02 -4.63 1.41
H -2.92 -3.21 0.82
H -2.08 -3.13 2.39
H -3.90 2.07 -0.62
H -2.34 2.03 -1.51
H -2.38 2.52 0.21
H -4.69 0.13 1.15
H -3.33 0.47 2.25
H -3.64 -1.20 1.71
H -4.39 -0.59 -1.48
H -3.27 -1.94 -1.16
H -2.81 -0.67 -2.32
C 0.32 1.12 -3.41
C 0.93 2.21 -2.76
C 0.85 3.49 -3.30
C 0.28 3.64 -4.57
C -0.23 2.57 -5.29
C -0.22 1.31 -4.71
Se 0.20 -0.58 -2.65
H 1.06 1.51 0.01
H 1.43 2.06 -1.81
H 1.24 4.35 -2.74
H 0.25 4.62 -5.03
H -0.62 2.74 -6.30
H -0.63 0.47 -5.25
C 4.60 -3.82 2.20
C 4.60 -2.31 1.89
C 3.35 -1.75 1.41
N 2.40 -1.25 0.97
H 3.75 -4.09 2.83
H 5.51 -4.09 2.72
H 4.53 -4.41 1.28
H 4.90 -1.76 2.80
H 5.37 -2.08 1.13
*
```

Results
HOMO (spin up / spin down)	-15.935 / -15.932	eV

Mulliken population analysis, charges in e, atoms 1 to 6: 1.19 0.73 0.64 0.56 0.43 -0.67